DFT (ωB97M-V with the def2-TZVPD basis set) results for an isolated ion of composition C6H12N and charge +1.

The SMILES is C/C([NH3+])=C\C1CC1. The HOMO energy comes out at -13.7 eV. As for the relative energy (zero: lowest compared OMol25 entry of this formula, charge and spin): 90.1 kcal/mol.

The geometry in ORCA input format:
```
! wB97M-V def2-TZVPD RIJCOSX def2/J DEFGRID3
* xyz 1 1
C -2.167 1.203 0.044
C -1.263 0.111 -0.178
N -2.141 -1.055 0.085
C 0.128 -0.050 -0.384
C 1.737 0.526 -0.490
C 2.374 0.128 0.795
C 2.815 -0.494 -0.520
H -1.790 2.141 0.344
H -2.944 1.049 0.889
H -2.760 1.626 -0.866
H -3.037 -1.166 -0.524
H -2.549 -0.909 1.047
H -1.636 -1.893 -0.009
H 0.320 -1.060 -0.498
H 1.826 1.558 -0.847
H 3.116 0.743 1.294
H 1.669 -0.568 1.401
H 2.494 -1.533 -0.675
H 3.810 -0.358 -0.908
*
```

How is the electron density shared among the atoms? According to Mulliken, the charges in e are:
1 C -1.3168
2 C 1.0007
3 N -0.3660
4 C -0.9131
5 C 0.0022
6 C -0.4774
7 C -0.6071
8 H 0.3647
9 H 0.2962
10 H 0.2987
11 H 0.3895
12 H 0.3837
13 H 0.3321
14 H 0.2429
15 H 0.3949
16 H 0.2916
17 H 0.2058
18 H 0.1830
19 H 0.2944

DFT (ωB97M-V with the def2-TZVPD basis set) results for an isolated molecule of C5H7NO.

The SMILES is Cc1cc(N)co1. The HOMO energy comes out at -7.9 eV. As for the relative energy (zero: lowest compared OMol25 entry of this formula, charge and spin): 28.6 kcal/mol.

The geometry in ORCA input format:
```
! wB97M-V def2-TZVPD RIJCOSX def2/J DEFGRID3
* xyz 0 1
C -1.459 -1.897 0.367
C -0.526 -0.797 -0.034
C -0.569 0.564 0.033
C 0.757 1.048 -0.220
N 1.106 2.400 -0.083
C 1.474 -0.042 -0.573
O 0.715 -1.178 -0.424
H -1.830 -2.461 -0.492
H -2.310 -1.514 0.938
H -0.939 -2.613 1.018
H -1.377 1.223 -0.219
H 0.488 2.839 0.588
H 2.068 2.563 0.198
H 2.402 -0.136 -1.098
*
```

How is the electron density shared among the atoms? According to Mulliken, the charges in e are:
1 C -1.1198
2 C 0.5465
3 C -0.5727
4 C 0.5997
5 N -0.5834
6 C -0.6575
7 O -0.3448
8 H 0.2775
9 H 0.3225
10 H 0.2883
11 H 0.3055
12 H 0.2675
13 H 0.2439
14 H 0.4268

DFT (ωB97M-V with the def2-TZVPD basis set) results for a 8-piece molecular cluster, C20H50Cl7N2O10 overall.

The HOMO energy comes out at -5.8 eV. As for the relative energy (zero: lowest compared OMol25 entry of this formula, charge and spin): 72.9 kcal/mol.

The geometry in ORCA input format:
```
! wB97M-V def2-TZVPD RIJCOSX def2/J DEFGRID3
* xyz -1 1
Cl -0.574 0.612 -0.747
O 0.760 0.328 -0.321
O -1.287 -0.584 -0.784
O -1.137 1.583 0.136
O -0.677 1.143 -2.083
Cl -0.616 3.997 -11.541
C 0.713 3.954 -10.383
C 0.744 2.733 -9.436
Cl 1.083 1.212 -10.351
H 0.652 4.857 -9.775
H 1.644 4.129 -10.923
H -0.184 2.683 -8.868
H 1.515 2.787 -8.668
Cl 4.749 -5.039 -2.506
C 5.029 -3.526 -3.444
C 3.941 -3.384 -4.541
Cl 4.104 -4.595 -5.898
H 5.986 -3.630 -3.955
H 5.060 -2.659 -2.783
H 3.946 -2.434 -5.076
H 2.970 -3.487 -4.057
Cl -6.350 0.448 -8.692
C -6.648 -0.046 -6.990
C -5.782 -1.228 -6.574
Cl -6.412 -2.790 -7.065
H -7.704 -0.306 -6.924
H -6.365 0.837 -6.418
H -5.744 -1.295 -5.487
H -4.730 -1.106 -6.829
C 2.507 -3.401 4.716
O 1.280 -2.862 5.064
H 2.587 -4.024 3.824
H 3.144 -2.523 4.615
H 2.941 -3.879 5.594
H 0.992 -2.240 4.392
C -6.554 5.965 1.404
O -6.139 5.195 2.517
H -6.455 6.949 1.863
H -5.784 5.860 0.640
H -7.571 5.798 1.051
H -5.318 4.754 2.288
C 11.352 9.786 6.309
O 11.002 8.429 6.368
C 11.822 7.636 5.574
C 11.501 6.134 5.807
N 10.041 5.949 5.639
C 9.536 4.591 5.872
C 8.125 4.363 5.271
O 7.160 5.160 5.953
C 5.907 5.113 5.140
H 11.468 10.166 5.294
H 12.207 9.827 6.984
H 10.603 10.373 6.841
H 12.871 7.795 5.825
H 11.701 7.978 4.547
H 11.807 5.894 6.825
H 12.131 5.579 5.111
H 9.555 6.599 6.240
H 9.556 4.399 6.945
H 10.255 3.874 5.474
H 7.827 3.319 5.366
H 8.172 4.610 4.210
H 5.053 5.604 5.607
H 5.580 4.086 4.974
H 6.047 5.657 4.205
C -5.890 -7.861 3.244
O -6.884 -7.059 2.596
C -6.505 -6.719 1.304
C -7.499 -5.794 0.670
N -8.719 -6.442 0.146
C -8.517 -7.213 -1.088
C -9.833 -7.761 -1.689
O -10.880 -6.846 -2.139
C -10.531 -5.854 -3.100
H -4.927 -7.355 3.182
H -5.821 -8.836 2.760
H -6.369 -7.860 4.223
H -6.316 -7.579 0.661
H -5.527 -6.244 1.384
H -7.068 -5.168 -0.112
H -7.935 -5.063 1.351
H -9.370 -5.716 -0.116
H -7.779 -8.007 -0.982
H -8.057 -6.661 -1.908
H -10.293 -8.451 -0.981
H -9.594 -8.405 -2.535
H -11.347 -5.174 -3.347
H -10.316 -6.328 -4.057
H -9.621 -5.315 -2.836
*
```

How is the electron density shared among the atoms? According to Mulliken, the charges in e are:
1 Cl 1.6107
2 O -0.6534
3 O -0.6352
4 O -0.6510
5 O -0.6715
6 Cl -0.1725
7 C -0.4455
8 C -0.4211
9 Cl -0.1924
10 H 0.2944
11 H 0.3219
12 H 0.3175
13 H 0.2978
14 Cl -0.1875
15 C -0.3860
16 C -0.4789
17 Cl -0.1963
18 H 0.2836
19 H 0.3203
20 H 0.3070
21 H 0.3380
22 Cl -0.1986
23 C -0.4162
24 C -0.4092
25 Cl -0.1863
26 H 0.3119
27 H 0.2790
28 H 0.2762
29 H 0.3430
30 C -0.5359
31 O -0.5033
32 H 0.2380
33 H 0.2524
34 H 0.2257
35 H 0.3232
36 C -0.4506
37 O -0.5086
38 H 0.1986
39 H 0.2494
40 H 0.1884
41 H 0.3229
42 C -0.7554
43 O -0.3101
44 C -0.5796
45 C -0.6209
46 N -0.3087
47 C -0.7708
48 C -0.5708
49 O -0.3382
50 C -0.7339
51 H 0.2924
52 H 0.3067
53 H 0.2508
54 H 0.4113
55 H 0.3726
56 H 0.3179
57 H 0.3481
58 H 0.2292
59 H 0.3878
60 H 0.4493
61 H 0.4163
62 H 0.3341
63 H 0.2702
64 H 0.2941
65 H 0.3077
66 C -0.7137
67 O -0.3196
68 C -0.3299
69 C -0.8212
70 N -0.3493
71 C -0.5409
72 C -0.7318
73 O -0.3491
74 C -0.6555
75 H 0.3082
76 H 0.2699
77 H 0.2456
78 H 0.2853
79 H 0.3821
80 H 0.4182
81 H 0.3907
82 H 0.2640
83 H 0.3601
84 H 0.3535
85 H 0.3353
86 H 0.3904
87 H 0.2466
88 H 0.2924
89 H 0.2691

DFT (ωB97M-V with the def2-TZVPD basis set) results for an isolated molecule of C5H12N2O.

The SMILES is C=CC[C@@H](O)C(N)N. The HOMO energy comes out at -9.4 eV. As for the relative energy (zero: lowest compared OMol25 entry of this formula, charge and spin): 48.3 kcal/mol.

The geometry in ORCA input format:
```
! wB97M-V def2-TZVPD RIJCOSX def2/J DEFGRID3
* xyz 0 1
C 3.241 0.501 -0.052
C 2.051 -0.084 0.126
C 0.813 0.667 0.725
C -0.410 0.745 -0.174
O -0.168 0.478 -1.550
C -1.542 -0.308 0.338
N -2.793 -0.106 -0.351
N -1.201 -1.646 -0.086
H 3.423 1.529 0.255
H 4.090 -0.045 -0.455
H 1.921 -1.128 -0.147
H 0.599 0.217 1.699
H 1.136 1.692 0.944
H -0.830 1.755 -0.111
H -0.229 -0.502 -1.615
H -1.704 -0.250 1.418
H -2.584 -0.096 -1.351
H -3.135 0.834 -0.154
H -2.075 -2.174 -0.071
H -0.603 -2.080 0.613
*
```

How is the electron density shared among the atoms? According to Mulliken, the charges in e are:
1 C -0.8261
2 C 0.0255
3 C -0.9174
4 C 0.1182
5 O -0.5725
6 C -0.2797
7 N -0.7378
8 N -0.6612
9 H 0.2530
10 H 0.2539
11 H 0.2576
12 H 0.3373
13 H 0.3678
14 H 0.4253
15 H 0.4391
16 H 0.4950
17 H 0.3025
18 H 0.2623
19 H 0.2583
20 H 0.1990

DFT (ωB97M-V with the def2-TZVPD basis set) results for C6H13NO2 as an isolated structure.

The HOMO energy comes out at -9.4 eV. As for the relative energy (zero: lowest compared OMol25 entry of this formula, charge and spin): 156.1 kcal/mol.

The geometry in ORCA input format:
```
! wB97M-V def2-TZVPD RIJCOSX def2/J DEFGRID3
* xyz 0 1
C 0.971 -0.135 -0.942
C 1.431 1.175 -0.116
C -0.292 -0.388 -0.194
C 0.096 -0.721 1.279
C -1.358 0.785 -0.509
C -2.616 0.392 0.096
H 2.608 -1.173 -1.345
H 1.846 -1.727 0.049
H 0.979 0.296 -2.034
H -0.838 -1.260 -0.754
H 0.275 0.151 1.898
H -0.544 -1.552 1.951
H 1.154 -1.347 1.126
H -1.019 1.719 -0.042
H -1.674 0.956 -1.568
H -2.309 -0.662 1.093
H -3.530 -0.164 -0.936
H -3.294 1.559 0.523
H 2.806 0.126 0.796
N 1.783 -1.306 -0.862
O 0.997 2.267 -0.192
O 2.528 1.009 0.680
*
```

How is the electron density shared among the atoms? According to Mulliken, the charges in e are:
1 C -0.1408
2 C 0.4766
3 C -0.1133
4 C -1.0385
5 C -0.2960
6 C -0.7984
7 H 0.2580
8 H 0.2564
9 H 0.4007
10 H 0.1996
11 H 0.2983
12 H 0.3611
13 H 0.1032
14 H 0.3355
15 H 0.3372
16 H 0.1971
17 H 0.1921
18 H 0.2193
19 H 0.3479
20 N -0.5655
21 O -0.5533
22 O -0.4772

DFT (ωB97M-V with the def2-TZVPD basis set) results for an isolated ion of composition C7H15N2O and charge +1.

The SMILES is CC1(C)[NH+]=CN(O)C1(C)C. The HOMO energy comes out at -13.6 eV. As for the relative energy (zero: lowest compared OMol25 entry of this formula, charge and spin): 86.5 kcal/mol.

The geometry in ORCA input format:
```
! wB97M-V def2-TZVPD RIJCOSX def2/J DEFGRID3
* xyz 1 1
C -1.204 -1.165 -1.164
C -0.801 -0.368 0.098
C -1.275 -1.293 1.288
N -1.513 0.900 0.093
C -0.745 1.785 -0.542
N 0.475 1.334 -0.675
O 1.517 1.896 -1.391
C 0.734 0.134 0.123
C 1.262 0.644 1.501
C 1.743 -0.854 -0.537
H -2.216 -1.245 -1.221
H -0.588 -1.965 -1.113
H -0.889 -0.491 -1.929
H -0.765 -2.273 1.222
H -2.278 -1.412 1.029
H -1.011 -0.932 2.248
H -2.605 1.010 0.141
H -1.169 2.737 -0.907
H 1.158 2.614 -1.974
H 1.777 -0.176 1.921
H 0.492 0.722 2.254
H 1.747 1.590 1.489
H 1.517 -1.880 -0.361
H 2.722 -0.749 -0.067
H 1.914 -0.561 -1.527
*
```

How is the electron density shared among the atoms? According to Mulliken, the charges in e are:
1 C -1.8251
2 C 0.5413
3 C -1.4540
4 N -0.2254
5 C -0.2473
6 N 0.2468
7 O -0.4157
8 C 1.2997
9 C -1.6639
10 C -1.6768
11 H 0.5517
12 H 0.4954
13 H 0.3952
14 H 0.3320
15 H 0.5266
16 H 0.3507
17 H 0.3655
18 H 0.4316
19 H 0.3967
20 H 0.5043
21 H 0.4268
22 H 0.3186
23 H 0.4243
24 H 0.4726
25 H 0.4283

no.,strongest force on any atom (eV/A)
1,4.68
2,1.30
3,3.64
4,2.17
5,5.99
6,5.04